{
  "formula": "C29H69N8O23Rb",
  "method": "the ωB97M-V functional and the def2-TZVPD basis",
  "symbols": ["Rb", "C", "C", "O", "N", "H", "H", "C", "H", "H", "H", "H", "H", "H", "C", "C", "O", "N", "H", "H", "C", "H", "H", "H", "H", "H", "H", "C", "C", "O", "N", "H", "H", "C", "H", "H", "H", "H", "H", "H", "C", "C", "O", "N", "H", "H", "C", "H", "H", "H", "H", "H", "H", "C", "C", "O", "N", "H", "H", "C", "H", "H", "H", "H", "H", "H", "C", "C", "O", "N", "H", "H", "C", "H", "H", "H", "H", "H", "H", "C", "C", "O", "N", "H", "H", "C", "H", "H", "H", "H", "H", "H", "C", "C", "O", "N", "H", "H", "C", "H", "H", "H", "H", "H", "H", "O", "C", "O", "O", "H", "O", "C", "O", "O", "H", "O", "C", "O", "O", "H", "O", "C", "O", "O", "H", "O", "C", "O", "O", "H"],
  "coordinates": [[3.108, 6.135, 15.576], [-0.378, 7.992, 13.001], [1.032, 8.156, 12.531], [1.969, 7.536, 12.978], [1.121, 8.846, 11.184], [1.094, 8.053, 10.559], [0.327, 9.413, 10.921], [2.315, 9.749, 11.073], [-0.733, 9.021, 13.043], [-0.489, 7.525, 13.979], [-0.974, 7.385, 12.320], [3.196, 9.135, 11.264], [2.426, 10.589, 11.758], [2.487, 10.072, 10.046], [4.683, 5.856, 20.313], [3.179, 5.541, 20.460], [2.354, 6.091, 21.169], [2.615, 4.542, 19.500], [1.863, 4.901, 18.929], [3.240, 4.117, 18.829], [2.149, 3.287, 20.256], [5.005, 6.365, 19.405], [5.318, 4.971, 20.287], [4.980, 6.469, 21.165], [1.361, 3.581, 20.949], [3.043, 2.914, 20.756], [1.735, 2.579, 19.538], [-0.439, 2.169, 17.563], [-1.678, 1.961, 16.689], [-1.649, 1.415, 15.607], [-2.974, 2.579, 17.262], [-2.760, 3.419, 17.779], [-3.505, 2.951, 16.487], [-3.766, 1.534, 18.124], [-0.670, 2.510, 18.572], [0.150, 2.947, 17.078], [0.276, 1.349, 17.495], [-4.185, 0.745, 17.499], [-4.625, 2.009, 18.597], [-3.115, 1.132, 18.900], [1.339, 1.900, 13.898], [1.055, 3.235, 13.268], [1.870, 4.116, 13.254], [-0.270, 3.303, 12.530], [-0.027, 3.825, 11.701], [-0.744, 2.428, 12.355], [-1.263, 4.177, 13.278], [1.288, 2.092, 14.970], [2.322, 1.531, 13.608], [0.512, 1.230, 13.665], [-1.615, 3.628, 14.151], [-2.169, 4.269, 12.678], [-0.804, 5.139, 13.504], [7.927, 6.963, 17.832], [9.264, 6.247, 17.896], [9.957, 6.146, 16.888], [9.740, 5.707, 19.261], [9.066, 5.846, 20.000], [9.910, 4.717, 19.159], [10.991, 6.434, 19.718], [7.639, 7.151, 16.798], [8.003, 7.833, 18.483], [7.205, 6.252, 18.234], [11.563, 5.777, 20.373], [10.882, 7.385, 20.238], [11.704, 6.638, 18.919], [-0.407, 9.915, 15.741], [0.718, 10.804, 15.164], [0.712, 11.483, 14.203], [1.992, 10.861, 15.983], [2.288, 10.003, 16.425], [2.780, 10.929, 15.356], [1.956, 12.087, 16.900], [-1.409, 10.015, 15.323], [-0.398, 10.113, 16.813], [0.022, 8.927, 15.577], [2.048, 12.920, 16.203], [2.910, 12.070, 17.427], [1.081, 12.013, 17.546], [7.899, 3.635, 15.940], [7.985, 3.001, 17.275], [7.594, 3.475, 18.315], [8.660, 1.620, 17.258], [9.300, 1.608, 16.477], [9.314, 1.493, 18.017], [7.635, 0.465, 17.322], [7.718, 2.909, 15.147], [8.895, 4.006, 15.701], [7.208, 4.472, 15.840], [8.317, -0.384, 17.373], [7.054, 0.301, 16.414], [6.953, 0.473, 18.171], [3.528, 4.574, 10.261], [3.909, 5.603, 9.192], [4.144, 6.774, 9.422], [3.872, 5.162, 7.762], [4.475, 5.869, 7.368], [4.276, 4.241, 7.674], [2.386, 5.164, 7.251], [3.471, 5.218, 11.139], [4.246, 3.754, 10.262], [2.505, 4.200, 10.215], [2.516, 5.218, 6.170], [1.881, 6.036, 7.665], [1.973, 4.211, 7.584], [-1.196, 6.597, 17.449], [-0.188, 5.890, 17.042], [-0.066, 5.557, 15.860], [0.629, 5.615, 17.872], [-1.545, 6.658, 16.557], [3.985, 2.296, 15.500], [3.913, 2.630, 16.785], [3.474, 1.809, 17.565], [4.207, 3.772, 17.074], [4.311, 3.149, 15.206], [4.777, 4.324, 13.986], [5.529, 5.233, 13.397], [5.815, 6.288, 13.971], [6.010, 4.920, 12.296], [4.934, 3.658, 13.312], [4.621, 8.816, 18.542], [3.279, 8.952, 18.466], [2.769, 8.527, 17.403], [2.629, 9.622, 19.276], [4.641, 8.459, 17.651], [4.470, 8.637, 14.689], [5.120, 9.557, 15.387], [4.812, 10.764, 15.349], [6.145, 9.160, 15.857], [5.201, 8.028, 14.818]],
  "forces_ev_per_angstrom": [[0.03, 0.39, 0.46], [-0.01, 1.06, 0.26], [0.44, -3.49, 1.70], [-1.19, 2.10, -1.52], [0.70, 1.30, 0.76], [0.69, -0.06, -0.76], [-0.86, 0.15, 0.44], [2.51, -0.78, -0.89], [-0.83, -0.07, 0.04], [0.59, 0.06, 0.02], [0.03, 0.32, -0.48], [-0.06, -0.19, 0.27], [-1.12, -0.15, 0.23], [-0.69, 0.13, 0.00], [-0.30, -0.39, 0.68], [-1.13, 2.44, 0.39], [2.46, -1.61, -1.45], [0.04, -2.29, 1.10], [-1.13, 1.04, -0.32], [1.39, 0.26, -0.90], [-0.34, 0.99, -0.05], [-0.92, 0.38, -0.19], [-0.36, -0.49, 0.30], [-0.17, 0.03, -0.08], [0.31, 0.05, 0.14], [-0.36, -0.29, 0.01], [0.51, 0.05, -0.03], [-0.74, 0.24, -0.54], [2.17, -0.91, -0.96], [-1.17, 1.48, 2.10], [-0.03, -1.39, -0.09], [0.41, 0.22, 0.86], [-0.71, -0.43, -0.52], [-0.26, 0.44, -0.14], [0.12, -0.26, -0.02], [-0.20, 0.70, -0.08], [-0.48, -0.48, 0.30], [0.53, 0.13, -0.29], [0.27, 0.42, -0.08], [0.15, 0.14, -0.27], [-1.50, 0.49, -0.09], [3.15, -1.30, 1.01], [-2.45, -0.11, -0.87], [-0.28, 2.23, 0.76], [-0.24, -0.24, -0.80], [0.40, -0.62, -0.35], [-0.74, -0.21, 0.08], [0.45, -0.22, 0.18], [-0.13, 0.08, 0.20], [0.34, -0.44, 0.03], [0.65, 0.24, 0.20], [0.27, 0.20, -0.41], [-0.03, -0.33, 0.30], [0.71, -1.34, 0.91], [0.11, 1.31, -4.47], [-0.97, -0.81, 3.93], [0.99, 1.59, -0.44], [-0.73, -0.06, 0.05], [0.24, -0.32, 0.05], [1.96, -0.32, 0.23], [0.31, 0.54, 0.09], [-0.42, 0.29, -0.20], [-0.35, 0.15, 0.35], [-0.39, -0.11, 0.21], [-1.04, -0.20, -0.10], [-0.60, -0.24, -0.56], [1.75, 0.65, 0.00], [-0.10, -0.55, 1.82], [-0.38, 0.34, -1.60], [-1.51, 0.68, -0.34], [-0.35, -1.56, 1.73], [1.45, 0.79, -0.92], [1.13, -0.74, -0.83], [0.37, 0.32, -0.21], [-0.20, -0.32, 0.10], [-0.30, -0.38, 0.43], [-0.71, 0.21, 0.33], [-0.31, -0.21, 0.38], [0.27, 0.31, -0.09], [0.37, -0.39, -0.66], [-1.25, 1.62, 1.13], [1.20, -1.35, -1.22], [-1.29, 0.47, 0.41], [-0.26, -0.50, -1.05], [-0.15, 0.15, 1.02], [1.08, -1.15, -0.61], [-0.26, -0.15, 0.03], [0.32, 0.24, 0.01], [-0.14, -0.14, 0.40], [-0.39, -0.29, 0.29], [0.20, 0.81, -0.16], [0.47, 0.68, 0.13], [-0.11, 1.39, -0.42], [-0.61, 1.60, 2.28], [-0.53, -2.66, -1.14], [-1.03, 0.62, 1.00], [0.16, 0.26, -1.17], [0.28, -0.42, -0.34], [1.79, -0.16, -0.13], [0.90, -0.57, 0.44], [0.06, 0.16, 0.51], [-0.06, -0.23, -0.90], [-0.56, -0.04, 0.08], [0.15, -0.15, -0.16], [-0.12, 0.25, -0.18], [-2.57, 1.13, -0.76], [2.55, -0.78, 1.06], [-1.14, -0.48, -3.98], [2.96, -1.56, 3.38], [-1.71, 1.07, -0.12], [0.37, -0.46, -1.58], [-1.62, -2.04, 1.49], [-0.91, -2.09, 1.36], [1.38, 4.34, 0.65], [0.38, 0.36, -1.31], [-1.69, -1.80, 1.03], [3.86, 3.93, -1.41], [-1.13, 0.15, 1.59], [-0.62, -1.47, -1.42], [-0.46, -1.09, -0.20], [0.00, -0.73, 0.38], [-2.41, 3.26, 2.08], [-0.47, -1.77, -2.84], [1.04, -0.59, 0.45], [1.78, -0.21, -0.73], [-2.43, -1.09, -1.17], [0.14, 4.69, -0.76], [-2.71, 0.51, -0.18], [3.88, -2.48, 2.81], [0.18, -1.86, -0.94]],
  "homo_ev": -13.730,
  "orbital_gap_ha": 0.1512,
  "lumo_ev": -9.62,
  "total_charge": 4,
  "spin_multiplicity": 1,
  "e_tot_ev": -90820.909
}